1.
{"formula": "C39H44BCuN5O4", "method": "wB97M-V/def2-TZVPD", "homo_energy_ev": [-5.2, -6.8], "e_tot_ha": -3752.74504, "total_charge": 0, "multiplicity": 2, "symbols": ["Cu", "C", "N", "C", "C", "C", "C", "C", "C", "N", "C", "C", "C", "C", "C", "C", "N", "C", "C", "C", "C", "C", "N", "H", "H", "H", "H", "H", "H", "H", "H", "H", "H", "H", "H", "H", "H", "H", "H", "H", "H", "C", "C", "C", "O", "B", "O", "C", "C", "C", "H", "H", "H", "H", "H", "H", "H", "H", "H", "H", "H", "H", "C", "C", "C", "C", "C", "C", "N", "C", "C", "C", "C", "C", "C", "C", "O", "O", "C", "C", "H", "H", "H", "H", "H", "H", "H", "H", "H", "H", "H", "H", "H", "H"], "positions_angstrom": [[0.68, 1.30, 0.45], [0.98, 3.92, 1.65], [0.48, 3.49, 0.32], [1.34, 3.98, -0.81], [2.43, 2.94, -1.08], [3.46, 3.17, -1.99], [4.33, 2.15, -2.38], [4.25, 0.93, -1.70], [3.26, 0.78, -0.71], [2.39, 1.75, -0.44], [-0.96, 3.83, 0.22], [-1.56, 3.63, -1.15], [-1.59, 4.70, -2.01], [-2.08, 4.59, -3.35], [-2.46, 3.33, -3.82], [-2.44, 2.30, -2.93], [-2.20, 2.48, -1.58], [0.58, 2.93, 2.70], [0.41, 3.35, 4.02], [0.12, 2.43, 5.01], [0.06, 1.05, 4.67], [0.14, 0.72, 3.32], [0.34, 1.66, 2.37], [0.61, 4.95, 1.88], [2.09, 3.95, 1.63], [1.81, 4.94, -0.61], [0.76, 4.11, -1.74], [3.54, 4.15, -2.45], [4.99, 2.27, -3.23], [4.95, 0.12, -1.84], [3.17, -0.14, -0.14], [-1.12, 4.90, 0.43], [-1.48, 3.27, 0.98], [-1.22, 5.65, -1.65], [-2.19, 5.48, -3.98], [-2.74, 3.15, -4.86], [-2.73, 1.29, -3.16], [0.56, 4.42, 4.24], [-0.05, 2.76, 6.00], [-0.03, 0.25, 5.41], [-0.03, -0.27, 2.95], [-5.23, 0.88, 1.43], [-3.90, 0.31, 0.93], [-3.22, -0.42, 2.09], [-3.03, 1.46, 0.61], [-2.80, 1.40, -0.74], [-3.28, 0.33, -1.39], [-3.95, -0.54, -0.42], [-3.22, -1.88, -0.43], [-5.36, -0.74, -1.00], [-5.06, 1.52, 2.30], [-5.91, 0.08, 1.77], [-5.73, 1.50, 0.66], [-3.17, 0.17, 2.98], [-2.25, -0.80, 1.76], [-3.84, -1.27, 2.30], [-2.18, -1.79, -0.07], [-3.20, -2.28, -1.46], [-3.81, -2.59, 0.15], [-6.02, 0.14, -0.84], [-5.88, -1.61, -0.57], [-5.27, -0.99, -2.08], [4.33, -3.97, 3.41], [3.90, -4.26, 2.03], [4.72, -4.98, 1.14], [4.37, -5.13, -0.20], [3.24, -4.52, -0.70], [2.41, -3.74, 0.14], [1.38, -2.99, -0.42], [0.71, -3.11, -1.60], [0.53, -4.36, -2.22], [0.13, -4.44, -3.53], [-0.02, -3.26, -4.26], [-0.05, -2.04, -3.62], [0.27, -1.92, -2.25], [0.18, -0.58, -1.59], [0.03, 0.46, -2.27], [0.22, -0.54, -0.25], [2.68, -3.69, 1.53], [1.70, -3.06, 2.50], [5.38, -4.32, 3.55], [3.72, -4.52, 4.15], [4.27, -2.90, 3.66], [5.61, -5.48, 1.52], [5.03, -5.72, -0.83], [2.96, -4.51, -1.75], [1.14, -2.14, 0.10], [0.78, -5.21, -1.59], [-0.03, -5.45, -3.96], [-0.24, -3.35, -5.33], [-0.24, -1.11, -4.15], [0.75, -2.87, 1.99], [2.09, -2.07, 2.87], [1.50, -3.74, 3.35]]}

2.
{"formula": "C22H19N4O3ReS3", "method": "wB97M-V/def2-TZVPD", "homo_energy_ev": [-11.0, -11.3], "relative_energy_kcal_mol": 13.2, "e_tot_ha": -2567.14360, "total_charge": 1, "multiplicity": 2, "symbols": ["Re", "C", "C", "S", "C", "C", "S", "H", "H", "H", "H", "H", "H", "C", "C", "C", "C", "C", "C", "N", "N", "C", "C", "C", "C", "C", "N", "H", "H", "H", "H", "H", "H", "H", "H", "H", "O", "C", "N", "S", "O", "O", "C", "C", "C", "C", "C", "C", "H", "H", "H", "H"], "positions_angstrom": [[0.43, -0.01, -0.59], [4.57, 1.61, -2.19], [3.09, 1.46, -1.90], [2.58, -0.06, -1.18], [2.14, 2.35, -2.17], [2.35, 3.71, -2.79], [0.49, 1.94, -1.78], [5.11, 0.69, -1.96], [5.00, 2.41, -1.58], [4.74, 1.85, -3.24], [3.36, 3.81, -3.18], [2.20, 4.49, -2.04], [1.65, 3.89, -3.60], [-4.55, 2.59, -1.69], [-3.55, 2.70, -0.72], [-2.58, 1.73, -0.62], [-2.61, 0.63, -1.47], [-3.60, 0.52, -2.45], [-4.56, 1.50, -2.55], [-1.60, -0.36, -1.33], [-1.88, -1.51, -1.75], [-0.85, -2.45, -1.61], [-1.10, -3.76, -1.95], [-0.10, -4.70, -1.77], [1.12, -4.29, -1.27], [1.32, -2.96, -0.97], [0.35, -2.05, -1.13], [-5.30, 3.36, -1.77], [-3.54, 3.55, -0.05], [-1.80, 1.81, 0.14], [-3.59, -0.33, -3.12], [-5.33, 1.42, -3.31], [-2.09, -4.01, -2.32], [-0.28, -5.74, -2.02], [1.93, -4.99, -1.11], [2.26, -2.62, -0.57], [-0.15, 1.52, 1.47], [0.05, 0.47, 2.09], [0.30, -0.63, 1.36], [0.61, -2.02, 2.25], [1.97, -2.41, 2.03], [-0.43, -2.97, 2.03], [0.39, -1.14, 3.78], [0.50, -1.64, 5.06], [0.30, -0.75, 6.11], [0.01, 0.59, 5.87], [-0.09, 1.08, 4.58], [0.10, 0.20, 3.54], [0.72, -2.69, 5.24], [0.38, -1.11, 7.13], [-0.13, 1.26, 6.71], [-0.32, 2.12, 4.38]]}

3.
{"formula": "C16H47BClNO16P4", "method": "wB97M-V/def2-TZVPD", "homo_energy_ev": -9.3, "smiles": "COP(=O)(OC)OC.COP(=O)(OC)OC.COP(=O)(OC)OC.COP(=O)(OC)OC.CB(N)CCCCl", "e_tot_ha": -3747.10112, "total_charge": 0, "multiplicity": 1, "symbols": ["C", "B", "N", "C", "C", "C", "Cl", "H", "H", "H", "H", "H", "H", "H", "H", "H", "H", "H", "C", "O", "P", "O", "O", "C", "O", "C", "H", "H", "H", "H", "H", "H", "H", "H", "H", "C", "O", "P", "O", "O", "C", "O", "C", "H", "H", "H", "H", "H", "H", "H", "H", "H", "C", "O", "P", "O", "O", "C", "O", "C", "H", "H", "H", "H", "H", "H", "H", "H", "H", "C", "O", "P", "O", "O", "C", "O", "C", "H", "H", "H", "H", "H", "H", "H", "H", "H"], "positions_angstrom": [[0.21, 4.76, 0.16], [0.00, 3.31, -0.44], [-0.36, 3.12, -1.84], [0.14, 2.03, 0.47], [1.55, 1.41, 0.43], [2.65, 2.37, 0.87], [3.90, 2.60, -0.40], [0.25, 4.72, 1.24], [-0.64, 5.38, -0.12], [1.10, 5.24, -0.23], [-0.77, 3.96, -2.22], [0.42, 2.83, -2.42], [-0.19, 2.27, 1.48], [-0.55, 1.29, 0.07], [1.57, 0.54, 1.07], [1.73, 1.07, -0.59], [2.29, 3.35, 1.17], [3.19, 1.91, 1.69], [-3.06, 4.43, 5.28], [-3.48, 3.20, 5.88], [-2.89, 1.88, 5.19], [-1.52, 2.17, 4.79], [-3.93, 1.84, 3.94], [-5.23, 2.44, 3.94], [-2.92, 0.29, 5.42], [-3.44, -0.30, 6.63], [-3.76, 5.19, 5.63], [-2.05, 4.69, 5.60], [-3.10, 4.37, 4.19], [-5.19, 3.40, 3.43], [-5.61, 2.59, 4.95], [-5.90, 1.78, 3.40], [-4.49, -0.01, 6.77], [-2.86, 0.02, 7.50], [-3.38, -1.38, 6.54], [2.80, -2.74, -4.06], [4.09, -2.12, -4.16], [5.22, -2.78, -3.26], [5.05, -4.24, -3.23], [4.85, -2.10, -1.84], [4.04, -0.93, -1.63], [6.80, -2.52, -3.13], [7.57, -1.67, -4.01], [2.09, -2.02, -4.45], [2.77, -3.65, -4.65], [2.56, -2.97, -3.02], [3.05, -1.24, -1.30], [3.96, -0.31, -2.52], [4.51, -0.35, -0.84], [7.20, -0.66, -4.00], [7.55, -2.06, -5.03], [8.59, -1.69, -3.64], [5.58, 1.70, -8.03], [4.73, 2.31, -7.04], [4.26, 1.35, -5.87], [5.31, 0.41, -5.49], [3.05, 0.59, -6.63], [2.40, 1.07, -7.80], [3.43, 1.74, -4.57], [3.15, 3.10, -4.22], [5.56, 2.36, -8.89], [6.60, 1.62, -7.65], [5.20, 0.71, -8.30], [2.80, 0.57, -8.68], [2.50, 2.15, -7.93], [1.34, 0.83, -7.71], [2.58, 3.59, -5.01], [4.06, 3.66, -4.02], [2.55, 3.07, -3.31], [-5.92, -7.18, 3.80], [-5.84, -5.75, 3.66], [-5.09, -5.02, 4.86], [-3.97, -5.80, 5.37], [-6.31, -4.98, 5.93], [-7.69, -5.16, 5.61], [-4.75, -3.46, 4.95], [-4.94, -2.65, 3.76], [-6.70, -7.50, 3.11], [-4.98, -7.65, 3.53], [-6.19, -7.46, 4.82], [-7.99, -6.18, 5.83], [-7.90, -4.93, 4.57], [-8.26, -4.49, 6.25], [-5.98, -2.69, 3.44], [-4.28, -3.00, 2.97], [-4.68, -1.62, 4.01]]}

4.
{"formula": "C28H54ClNO10P", "method": "wB97M-V/def2-TZVPD", "homo_energy_ev": -10.4, "relative_energy_kcal_mol": 0.0, "e_tot_ha": -2707.62811, "total_charge": 1, "multiplicity": 1, "symbols": ["C", "C", "P", "C", "C", "N", "C", "C", "C", "C", "O", "O", "C", "O", "C", "C", "C", "O", "C", "C", "C", "C", "Cl", "H", "H", "H", "H", "H", "H", "H", "H", "H", "H", "H", "H", "H", "H", "H", "H", "H", "H", "H", "H", "H", "H", "H", "H", "H", "H", "C", "O", "C", "C", "O", "C", "C", "O", "C", "H", "H", "H", "H", "H", "H", "H", "H", "H", "H", "H", "H", "H", "H", "C", "O", "C", "C", "O", "C", "C", "O", "C", "H", "H", "H", "H", "H", "H", "H", "H", "H", "H", "H", "H", "H", "H"], "positions_angstrom": [[2.53, -4.28, 0.54], [1.02, -4.51, 0.74], [-0.13, -4.31, -0.66], [0.92, -4.31, -2.16], [0.95, -3.03, -3.02], [-0.48, -2.52, -0.50], [0.55, -1.73, -0.12], [0.37, -0.39, 0.12], [-0.90, 0.15, -0.03], [-1.12, 1.58, 0.37], [-1.88, 1.88, 1.22], [-0.33, 2.47, -0.25], [-1.95, -0.67, -0.48], [-3.21, -0.21, -0.64], [-3.43, 0.87, -1.55], [-3.37, 0.50, -3.00], [-4.43, -0.49, -3.46], [-2.02, 0.10, -3.28], [-1.73, -2.03, -0.69], [-2.89, -2.90, -1.05], [-3.14, -3.14, -2.55], [-2.45, -4.36, -3.17], [-4.91, -3.36, -2.71], [3.00, -3.91, 1.44], [2.76, -3.58, -0.27], [3.04, -5.21, 0.28], [0.67, -3.86, 1.54], [0.85, -5.52, 1.10], [1.94, -4.57, -1.90], [0.55, -5.14, -2.76], [0.90, -3.30, -4.07], [0.11, -2.36, -2.84], [1.87, -2.48, -2.87], [1.51, -2.20, 0.01], [1.19, 0.22, 0.47], [0.11, 2.08, -1.02], [-2.75, 1.70, -1.36], [-4.43, 1.24, -1.34], [-3.56, 1.45, -3.52], [-4.85, -1.06, -2.64], [-5.25, 0.04, -3.93], [-4.03, -1.17, -4.20], [-1.90, 0.08, -4.24], [-3.76, -2.39, -0.67], [-2.82, -3.85, -0.52], [-2.85, -2.25, -3.11], [-3.12, -4.84, -3.86], [-2.21, -5.10, -2.41], [-1.56, -4.07, -3.73], [4.81, 3.18, -4.45], [5.31, 2.30, -3.46], [4.31, 1.81, -2.60], [4.71, 0.49, -1.99], [4.58, -0.62, -2.85], [5.55, -0.76, -3.89], [6.92, -1.19, -3.42], [7.62, -0.10, -2.87], [8.67, -0.50, -2.01], [4.37, 4.07, -4.01], [5.65, 3.47, -5.08], [4.06, 2.68, -5.08], [3.36, 1.68, -3.15], [4.14, 2.54, -1.79], [4.03, 0.29, -1.16], [5.72, 0.56, -1.57], [5.62, 0.15, -4.49], [5.16, -1.56, -4.53], [7.47, -1.59, -4.27], [6.81, -1.99, -2.67], [8.28, -1.09, -1.17], [9.13, 0.40, -1.62], [9.42, -1.09, -2.54], [-4.27, 3.06, 3.18], [-4.36, 3.43, 4.54], [-4.97, 2.43, 5.34], [-4.52, 2.53, 6.78], [-3.22, 2.01, 7.02], [-2.11, 2.80, 6.62], [-1.84, 3.99, 7.50], [-2.73, 5.05, 7.20], [-2.85, 5.97, 8.26], [-5.26, 2.92, 2.74], [-3.76, 3.87, 2.66], [-3.68, 2.14, 3.07], [-4.72, 1.44, 4.95], [-6.06, 2.56, 5.30], [-5.19, 1.91, 7.37], [-4.61, 3.56, 7.14], [-2.20, 3.11, 5.57], [-1.26, 2.13, 6.71], [-0.81, 4.32, 7.34], [-1.95, 3.69, 8.55], [-3.23, 5.48, 9.16], [-3.56, 6.74, 7.95], [-1.89, 6.45, 8.49]]}